Record 1
Formula: C4H13N3O
Source: the Open Molecules 2025 dataset
Level of theory: wB97M-V/def2-TZVPD

CARTESIAN COORDINATES (ANGSTROEM)
N1 2.1333 -0.9854 -0.0393
C1 0.8482 0.1057 1.8175
N2 -0.2995 0.2259 -1.9904
C2 1.0283 -1.0064 0.8858
H1 0.4788 -0.4209 -2.0313
H2 0.8555 -2.0019 1.2849
H3 -3.0338 -0.3314 -0.8332
C3 -1.0497 1.3198 -0.0024
H4 0.2733 -0.1582 2.7021
H5 -1.8698 1.5526 0.6646
H6 -0.9358 0.0275 -2.7571
H7 0.1281 0.8868 1.2557
H8 -0.0126 -0.7031 0.0644
H9 2.9007 -1.5792 0.2521
H10 2.4783 -0.0458 -0.1971
O1 -0.4081 2.4290 -0.4968
H11 0.0354 2.1070 -1.3074
H12 -2.1910 -1.4025 0.0638
C4 -0.9932 0.1116 -0.7160
H13 1.7588 0.6336 2.0964
N3 -2.1251 -0.7646 -0.7162

Computed properties:
- ΔE to the lowest compared entry with this formula, charge and spin: 387.8 kJ/mol
- Total charge: 0
- E_HOMO: -7.2 eV
- E_LUMO: 1.0 eV



Record 2
Formula: C33H97N17O12
Source: the Open Molecules 2025 dataset
Level of theory: wB97M-V/def2-TZVPD

CARTESIAN COORDINATES (ANGSTROEM)
H1 -0.8747 3.3714 -3.3371
H2 5.9937 0.3560 3.3908
C1 -1.1125 5.8557 -3.1561
C2 1.2016 -1.6046 5.0425
H3 3.2881 1.7992 -4.3399
C3 2.9152 3.2436 -0.7840
O1 0.0669 -0.4543 -6.7952
C4 -0.6242 3.2473 2.8421
H4 -0.6291 1.8035 -0.0727
H5 -5.3001 0.6052 2.1523
H6 0.7519 -4.7169 0.4290
N1 -1.7053 -5.3552 2.6480
H7 -3.1674 1.0331 0.1570
H8 -2.6818 -4.3990 -2.9431
C5 3.2458 4.1337 0.4300
H9 4.2781 -1.0426 -2.7028
H10 -2.7460 -0.5023 5.3714
H11 6.0075 1.0446 -0.5468
H12 -1.7487 0.7085 -2.4595
H13 -5.3626 -1.4843 1.2064
H14 2.7458 2.2105 -0.4805
O2 -2.0426 3.1168 2.7772
C6 -2.7642 4.1007 2.0853
C7 -4.3815 0.3125 1.6439
N2 0.1035 -5.8303 -2.3804
H15 -3.8177 -3.8322 -0.5903
C8 0.0767 2.1744 3.6247
H16 -7.8445 -3.0360 -0.4097
H17 -0.4633 -1.1498 -8.5816
H18 2.8993 6.1625 -0.4152
N3 0.6050 -0.1506 0.7703
C9 5.3412 7.0324 -0.7941
C10 4.3105 0.5986 4.3801
H19 -2.4080 0.0494 2.0614
H20 0.7715 -1.7746 2.4741
H21 4.5448 7.5310 -1.3467
H22 -2.5839 3.1101 -0.8979
C11 0.4144 -0.6404 -8.1836
H23 0.6795 0.5397 0.0369
H24 0.3600 1.5984 5.6320
C12 -0.1924 2.3931 5.1306
H25 -1.6615 5.7781 -4.0945
H26 -0.4736 -7.0372 4.8348
N4 1.5186 2.2546 3.3092
H27 3.7467 0.1468 -4.7361
N5 -2.3961 1.2411 -1.8962
H28 3.0996 -1.9304 -0.2222
C13 -2.6424 -1.1300 4.4863
N6 0.2628 -2.1262 1.6755
C14 -3.5309 -3.9914 -3.4917
H29 5.8092 -0.2310 -2.8811
H30 2.0198 -1.2002 -4.4169
H31 -4.1031 -4.8368 -3.8738
O3 3.6983 0.9632 5.3686
N7 5.5421 0.8793 4.1272
N8 0.5121 -2.6412 5.4507
H32 1.0657 0.2642 -4.3799
C15 4.8682 -0.2047 -2.3318
H33 -0.1391 -3.0525 1.6497
H34 2.1085 1.5399 3.7108
C16 -0.2554 -1.6528 -6.0349
C17 -4.7282 -0.7910 0.6542
H35 -2.9451 -2.1017 -1.5789
H36 -0.1931 1.1793 3.2709
C18 4.1037 1.0776 -4.2953
H37 5.6384 7.7635 -0.0423
O4 0.1922 -5.0502 3.7839
C19 0.0754 -5.8154 -1.0843
H38 3.7880 3.2529 -1.4370
H39 2.7788 -0.2972 3.5365
H40 -4.2587 -1.2184 -1.9219
H41 1.9533 4.8074 1.8828
H42 -0.2125 3.4612 1.8558
H43 3.2996 -0.5212 0.7329
H44 -1.3116 6.8437 -2.7410
C20 3.4165 -0.8895 -0.2864
H45 0.6037 0.3633 -8.5642
H46 -0.2556 -2.4524 -2.7541
H47 1.0838 -0.7295 -2.9321
O5 -0.3397 -6.7580 -0.4762
H48 -1.6005 -1.1727 4.1692
H49 3.9924 3.7058 1.0990
H50 -1.8746 -7.3122 3.7825
C21 -4.3790 -3.1024 -2.5452
H51 -2.5718 -5.8728 2.6096
C22 -1.9193 2.5970 -1.5929
H52 1.3171 -1.2484 -8.2422
C23 -7.0855 -3.6160 -0.9347
H53 -7.3150 -4.6690 -0.7721
H54 -3.1198 1.2419 -2.6008
O6 4.2537 0.9666 -2.8418
H55 -3.3842 0.9624 3.2455
O7 1.2304 -1.1454 3.9621
H56 0.6698 -3.8622 -1.0865
H57 5.0668 1.4413 -4.6536
H58 -3.9123 -1.3866 0.2446
N9 -0.3757 -2.6648 -3.7342
H59 -0.0385 5.7047 -3.2646
H60 -1.2065 -2.0574 -6.3809
H61 0.0949 3.3776 5.5000
H62 1.8984 -1.8805 6.7850
H63 2.6494 -0.4492 -0.9235
H64 1.9818 3.2623 1.6947
H65 -4.9219 -4.8809 -1.3551
N10 0.5197 -4.7071 -0.5538
H66 -2.6824 5.0593 2.5977
H67 -0.3295 4.1769 3.3290
H68 -3.8236 3.8444 2.0877
H69 -7.1702 -3.3465 -1.9874
O8 -1.8224 4.9118 -2.3343
H70 0.8224 0.1679 1.7038
N11 3.7296 0.0248 3.4251
H71 -0.2535 3.4573 -0.6898
H72 1.9085 3.1164 3.6632
H73 -1.5951 -4.5640 2.0300
N12 -1.0897 -6.7539 4.0863
H74 0.5101 -2.4039 -6.2295
N13 1.8554 -1.1995 6.0403
O9 -3.6216 -1.0044 3.4226
H75 0.4453 -2.8263 6.4413
H76 4.3087 -0.3494 2.6870
H77 5.4134 -1.2826 -0.5185
H78 6.2975 6.8201 -1.2721
N14 -3.8869 1.3546 0.7887
H79 -2.6251 3.4108 -3.5108
H80 4.6048 1.5010 -0.1077
H81 -1.0306 -0.8224 -4.1834
C24 3.6194 5.5829 0.1624
H82 2.6201 -0.5694 5.8446
O10 -0.3939 -1.7871 -0.4392
H83 -2.2033 4.1551 1.1523
H84 -3.2033 -3.3543 -4.3132
C25 0.0845 -1.3679 0.6418
H85 -2.7169 -2.1335 4.9053
O11 -5.7869 -3.2259 -0.4798
C26 -0.8236 -5.6420 3.5279
H86 -1.1928 2.1958 5.5157
C27 -3.3442 0.0712 2.6192
C28 4.7847 -0.4393 -0.8045
H87 -5.3021 -2.7279 -2.9878
C29 -4.7290 -3.8212 -1.1882
O12 4.9406 5.7457 -0.3309
C30 -0.5527 2.4426 -0.9523
H88 6.1033 1.3530 4.8206
H89 -0.1291 -6.6986 -2.8407
C31 -0.2049 -1.4741 -4.4694
H90 -3.4525 2.0425 1.3871
H91 2.0393 3.5570 -1.3520
N15 5.2159 0.7015 -0.0216
H92 -5.3534 -0.3851 -0.1411
H93 -1.2842 -3.1013 -3.7984
H94 0.2328 2.0092 -1.5712
H95 -0.0689 -3.1696 4.8156
H96 3.5449 6.1146 1.1110
N16 -3.6222 -1.9044 -2.3019
C32 1.1023 -0.7645 -4.0214
N17 1.9844 4.1129 1.1501
C33 -1.8069 3.5710 -2.8086
H97 0.0744 -4.9298 -2.8369

Computed properties:
- ΔE to the lowest compared entry with this formula, charge and spin: 534.4 kJ/mol
- Total charge: 0
- E_HOMO: -8.3 eV
- E_LUMO: 0.5 eV



Record 3
Formula: C28H77F4N9O15PbS4
Source: the Open Molecules 2025 dataset
Level of theory: wB97M-V/def2-TZVPD

CARTESIAN COORDINATES (ANGSTROEM)
O1 -0.7837 -1.7204 -1.9462
S1 0.1772 -1.0739 0.7039
H1 1.0919 -2.6217 9.2064
H2 3.6883 7.9509 -1.8690
C1 3.4181 -1.1184 7.1828
S2 8.2054 0.2553 -1.6825
H3 4.2511 6.2362 -1.9107
H4 6.4014 9.3016 -3.8860
H5 2.9997 -1.5554 6.2761
N1 -0.1389 8.5755 3.3378
O2 8.2968 1.3791 -2.5849
C2 1.4708 -1.9549 8.4319
H6 -5.9565 3.5701 -3.0410
H7 4.7965 9.5947 -3.1954
C3 5.4680 0.0267 5.9787
H8 -4.9287 -3.1389 5.7507
H9 4.4644 -6.5645 -7.1321
H10 0.5407 8.7494 2.6111
C4 1.8461 6.5949 -3.1368
H11 6.5368 0.1622 6.1442
O3 10.5061 -1.1278 -2.6300
H12 -4.8165 1.9353 -1.3413
H13 1.0644 -2.1371 7.4370
C5 -6.6657 -4.3180 5.0200
H14 -5.5717 5.3115 -2.3282
H15 6.7027 -2.0378 7.1603
H16 -6.8541 -5.1235 4.3103
N2 5.7287 -2.1611 6.9231
H17 1.9264 5.5488 -2.8415
H18 2.3602 -5.4173 -4.7744
H19 -5.3012 -4.5568 -4.3697
C6 -3.9569 2.9993 -3.8242
H20 4.8808 8.8502 -4.7799
F1 6.6474 0.4080 -1.1855
H21 -3.2646 -8.6308 -4.4264
H22 -1.8587 6.7415 4.4714
O4 -4.4534 -5.1942 5.8827
H23 1.5310 7.2386 -2.3156
F2 -0.2030 -4.0330 -1.5255
O5 -1.7438 -2.9268 -0.0466
F3 9.0484 -2.7834 -3.5718
C7 3.9110 -4.8643 -5.8508
N3 5.8542 6.7008 -3.9950
H24 -1.4496 4.2463 4.6244
H25 5.9853 5.7842 -3.5915
H26 -7.9449 -5.7399 -4.9851
O6 -5.9800 3.5423 -0.6640
H27 -7.0132 -6.8350 -3.0890
H28 2.7204 -6.0889 -6.9760
H29 -7.1888 -2.7242 3.6079
N4 3.3609 -5.4398 -4.6394
O7 3.1722 6.9680 -3.6142
H30 5.3011 -0.3654 4.9755
C8 5.4150 7.6542 -3.0432
H31 4.9768 -4.7376 -5.6609
N5 0.7664 -2.4585 -0.1545
H32 -2.9020 3.1170 -3.5765
S3 9.1664 -1.2591 -3.2081
H33 2.0352 7.1709 5.2114
H34 -4.5436 -3.8492 4.3322
H35 -0.8924 8.1478 2.8189
H36 2.1778 -1.2167 -5.6428
H37 -4.2021 1.9532 -4.0074
C9 1.3867 8.0302 5.0402
H38 1.0135 -1.0011 8.6950
H39 5.0258 1.0219 6.0255
C10 5.3838 8.9173 -3.8152
H40 2.8095 -0.2147 7.2167
H41 -6.8156 3.4994 1.1296
H42 -3.9798 -7.2440 5.2965
H43 -5.3958 -6.2886 -2.6329
Pb1 4.7264 -3.8139 -1.0298
C11 3.7504 -5.7436 -7.0651
H44 0.2999 4.5595 4.2789
H45 3.0498 -0.6899 -4.2602
H46 -1.3422 7.5936 5.8398
C12 -7.4868 -3.0520 4.6039
H47 2.2092 -3.5907 -6.2463
H48 -6.4023 -4.9862 6.7588
C13 4.0636 7.1390 -2.4919
H49 -6.0684 1.9693 0.7818
H50 0.4779 6.6427 3.6280
H51 5.0671 6.5208 -4.6017
H52 -4.8483 -5.8863 -6.2363
C14 -0.9743 6.8928 5.0903
N6 -4.7154 5.0614 -2.8018
H53 -3.6502 -8.2945 -6.1850
H54 -0.2032 3.6774 5.7101
H55 5.3023 -2.7803 7.5975
H56 2.0256 8.7769 4.5687
H57 -5.8090 -7.2871 -5.6105
H58 5.2596 -0.3982 8.0310
F4 1.5724 -0.6986 1.3705
O8 -0.4273 5.7287 5.7663
O9 8.9583 0.2961 -0.4139
H59 1.0164 8.3906 5.9999
H60 -2.2361 -7.5950 -5.3205
N7 -7.2432 -5.0189 -5.0745
H61 -5.1275 -6.5055 4.2969
C15 -6.3325 -5.9838 -3.0996
O10 3.5330 -2.6680 -4.9088
H62 3.8656 -3.0591 -6.8896
O11 2.9296 -1.9457 8.2475
H63 -7.3824 -2.2772 5.3633
C16 0.1993 7.5079 4.2294
H64 -3.9338 3.2667 -0.8077
C17 -4.9015 3.6536 -2.7797
S4 -0.5642 -2.6151 -0.8216
H65 1.0726 6.6592 -3.9021
H66 -7.7540 -5.5748 6.1422
C18 -0.4747 4.4957 5.0432
C19 -3.2783 -7.9033 -5.2380
C20 3.1518 -1.2966 -5.1600
H67 3.9483 -5.1544 -7.9605
H68 3.8817 -0.9158 -5.8743
H69 -4.0686 3.3068 -4.8639
C21 -5.1634 -6.4465 -5.3560
C22 -5.9768 -5.4041 -4.4871
H70 -5.0804 3.3646 1.2729
O12 -0.6448 -1.3540 1.9062
C23 -4.8582 3.0245 -1.3320
C24 4.9301 -0.8721 7.1063
H71 -6.5881 -5.2007 -2.3858
H72 6.0665 7.7802 -2.1785
H73 -7.6550 -4.3127 -4.4813
C25 -5.1199 -4.0766 5.2290
N8 -7.2579 -4.7091 6.2990
H74 -4.7638 5.3823 -3.7582
C26 -4.2494 -6.2664 4.8968
O13 -0.1276 0.1509 -0.0193
C27 3.2800 -3.4825 -6.0735
H75 -8.5465 -3.3013 4.6573
C28 -5.9346 3.0458 0.6755
H76 3.5327 -6.4338 -4.5895
O14 8.9272 -0.7138 -4.5193
H77 -3.5058 -5.9733 4.1557
N9 7.9351 -1.3690 -2.3146
O15 -4.0425 -6.8979 -4.7196

Computed properties:
- ΔE to the lowest compared entry with this formula, charge and spin: 0.0 kJ/mol
- Total charge: 0
- E_HOMO: -8.7 eV
- E_LUMO: -7.1 eV